No. 1
Formula: C2H6N3S
Source: the OMol25 dataset
Level of theory: ωB97M-V with the def2-TZVPD basis set

Cartesian coordinates (Å):
S (-0.3136, 1.5455, -0.4620)
N (-0.0936, -0.8932, 0.1779)
N (-2.8562, -0.2917, 0.2082)
N (-0.8104, 0.0249, -0.1321)
C (1.2896, -0.5378, 0.1994)
C (1.4173, 0.9726, -0.1401)
H (-3.1787, -0.3257, -0.7607)
H (1.8232, 1.5566, 0.6862)
H (-2.7764, -1.2424, 0.5708)
H (1.8150, -1.1826, -0.5113)
H (2.0138, 1.1556, -1.0325)
H (1.6699, -0.7816, 1.1962)

Calculated values
**Charge**: +1
**Energy above the lowest of the compared OMol25 structures with the same formula, charge and spin**: 488.1 kJ/mol
**Gap between HOMO and LUMO (alpha / beta)**: 7.5 / 7.4 eV
**E_tot**: -641.8298 hartree

Atom charges from the Mulliken analysis, given in e for atoms 1 to 6: 0.115, -0.241, -0.228, 0.250, -0.298, -0.517

No. 2
Formula: C5H6S3
Source: the OMol25 dataset
Level of theory: ωB97M-V with the def2-TZVPD basis set

Cartesian coordinates (Å):
S (1.3637, 2.2075, 1.2381)
S (2.5490, -0.4224, -0.9984)
S (-2.0126, 0.4718, 1.5629)
C (-1.0589, -0.5279, -1.3917)
C (-0.2212, -0.9408, -0.1766)
C (1.2472, -0.3420, -0.0287)
C (0.8696, 0.4445, 1.1948)
C (-0.6018, 0.0446, 0.9643)
H (-2.0176, -0.9119, -1.1814)
H (1.0483, -0.1805, 2.1032)
H (-0.7461, -1.0723, -2.1693)
H (-0.0571, -1.9630, 0.2106)
H (-0.9470, 0.4567, -1.5772)
H (0.5844, 2.7358, 0.2495)

Calculated values
**Energy above the lowest of the compared OMol25 structures with the same formula, charge and spin**: 248.3 kJ/mol
**Gap between HOMO and LUMO**: 8.0 eV
**E_tot**: -1388.5812 hartree

Atom charges from the Mulliken analysis, given in e for atoms 1 to 6: -0.157, -0.261, -0.266, -1.585, 0.557, -0.388

No. 3
Formula: C43H36BN8PbS5Se2
Source: the OMol25 dataset
Level of theory: ωB97M-V with the def2-TZVPD basis set

Cartesian coordinates (Å):
Pb (0.3514, -0.6008, -0.4752)
Se (0.6974, 1.1701, -4.2601)
Se (2.4656, 1.3156, -2.7967)
S (-4.0260, -6.3469, -1.0312)
S (0.5042, -3.0633, 0.5360)
S (-2.2837, -4.4095, -2.4914)
S (-1.6833, -5.0688, 0.2652)
S (-0.2409, -2.2127, -2.6304)
N (-0.8716, 1.6877, -2.0058)
N (0.5793, -0.8229, 2.7747)
N (-1.9115, -0.8730, 0.5195)
N (-0.3159, 1.7111, 1.3444)
N (1.4468, -0.4324, 1.8417)
N (-1.8472, -1.0357, 1.8554)
N (-0.8230, 1.2143, 2.4704)
N (2.6861, -1.2575, -1.7253)
C (0.5415, -2.2515, 4.8483)
C (-0.3315, 3.0427, 1.4438)
C (4.3389, -2.8738, -2.2637)
C (-0.6909, -3.8221, -0.4617)
C (-3.6607, -2.0948, 1.1727)
C (-3.0166, -1.4995, 0.0793)
C (0.1515, 3.9458, 0.4117)
C (-1.1636, 2.2169, 3.3149)
C (-4.5264, -1.4205, -3.9046)
C (-1.8370, 2.2625, -1.3075)
C (3.1778, -0.4730, -2.6598)
C (-3.5210, -1.4879, -1.2880)
C (4.8644, -2.0384, -3.2375)
C (-2.6126, 3.2924, -1.8123)
C (-5.1471, -2.1888, -2.9336)
C (4.9416, -1.5101, 1.3862)
C (1.5319, 4.3471, -1.5236)
C (1.1951, -1.6175, 3.6739)
C (6.0614, -1.2008, 0.6380)
C (-0.6634, 2.0871, -3.2401)
C (1.0801, 3.5074, -0.5272)
C (2.6340, -0.9743, 2.1295)
C (-2.9149, -0.7174, -2.2767)
C (-2.3791, 3.7255, -3.1101)
C (-4.6498, -2.2319, -1.6448)
C (6.0697, -0.0843, -0.1816)
C (-3.1562, -2.2274, 3.6650)
C (0.1914, 6.1184, -0.6346)
C (3.8158, -0.6896, 1.3393)
C (-1.7658, 2.0469, 4.6646)
C (3.2424, -2.4414, -1.5342)
C (-0.9907, -3.4826, -1.7375)
C (-2.7393, -5.3276, -1.0888)
C (-0.2796, 5.2713, 0.3501)
C (4.9556, 0.7372, -0.2323)
C (-0.8734, 3.4092, 2.6880)
C (-2.8895, -1.7843, 2.2709)
C (1.0880, 5.6571, -1.5846)
C (3.8442, 0.4461, 0.5318)
C (4.2676, -0.8074, -3.4472)
C (2.5156, -1.7479, 3.2899)
C (-3.4036, -0.6868, -3.5678)
C (-1.3903, 3.1047, -3.8503)
B (-0.8694, -0.2927, 2.8004)
H (4.9341, -2.3996, 1.9975)
H (-1.0960, 1.5009, 5.3252)
H (-3.2626, -1.3804, 4.3406)
H (1.4306, 6.3154, -2.3704)
H (-2.8963, -0.0956, -4.3182)
H (5.7275, -2.3334, -3.8180)
H (-2.9565, 4.5347, -3.5347)
H (-1.0050, 5.6362, 1.0639)
H (-4.0778, -2.8078, 3.6761)
H (-0.0408, -3.1120, 4.5239)
H (3.2788, -2.3192, 3.7784)
H (-3.3785, 3.7395, -1.1991)
H (-4.5606, -2.6747, 1.1795)
H (-5.1432, -2.8704, -0.9280)
H (-1.0049, 4.3988, 3.0769)
H (6.9475, 0.1461, -0.7697)
H (-1.9943, 1.8611, -0.3175)
H (-2.3405, -2.8510, 4.0244)
H (-4.9105, -1.4107, -4.9162)
H (-1.1683, 3.3873, -4.8704)
H (-0.1208, -1.5541, 5.3551)
H (4.7748, -3.8407, -2.0680)
H (1.3040, -2.5971, 5.5428)
H (-6.0217, -2.7721, -3.1862)
H (4.9499, 1.6102, -0.8730)
H (-1.9447, 3.0309, 5.0923)
H (2.9802, 1.0919, 0.5224)
H (4.6312, -0.1067, -4.1859)
H (-1.2830, -0.4112, 3.9022)
H (6.9350, -1.8383, 0.6896)
H (-2.7074, 1.5042, 4.6007)
H (-0.1542, 7.1430, -0.6670)
H (-2.0365, -0.1558, -2.0210)
H (2.7865, -3.0523, -0.7664)
H (2.2341, 3.9754, -2.2638)
H (1.4249, 2.4881, -0.4606)

Calculated values
**Charge**: -1
**Gap between HOMO and LUMO**: 5.4 eV
**E_tot**: -9110.0119 hartree

Atom charges from the Mulliken analysis, given in e for atoms 1 to 6: 0.745, -0.058, 0.235, -0.294, -0.616, -0.057